C27H44BrCdNOP2S as an isolated structure at a distorted geometry. Source: OMol25; level of theory: the ωB97M-V functional and the def2-TZVPD basis.

charge = +2
LUMO energy = -0.2454 Ha

Cartesian coordinates (Å):
C (2.51, 4.69, -1.28)
C (1.40, 4.40, -2.09)
C (1.61, 3.85, -3.36)
C (2.93, 3.84, -3.83)
N (3.98, 4.13, -3.09)
C (3.78, 4.63, -1.89)
C (0.11, 4.36, -1.49)
C (-0.86, 4.06, -0.78)
C (-1.87, 3.29, -0.05)
C (-1.46, 2.14, 0.63)
C (-2.42, 1.27, 1.19)
C (-3.81, 1.42, 0.83)
C (-4.21, 2.70, 0.38)
C (-3.23, 3.62, -0.06)
Cd (-1.32, -0.70, 0.69)
P (1.48, -0.48, -0.34)
H (0.85, 3.34, -3.93)
H (2.45, 4.88, -0.21)
H (3.13, 3.51, -4.83)
H (4.64, 4.93, -1.33)
H (-3.50, 4.59, -0.47)
H (-0.43, 1.80, 0.54)
H (-5.29, 2.97, 0.37)
H (-2.11, 0.57, 2.06)
C (2.28, -2.14, -0.18)
C (3.48, -2.55, -1.02)
H (1.46, -2.85, -0.35)
H (2.53, -2.23, 0.89)
H (3.70, -3.60, -0.82)
H (3.30, -2.47, -2.10)
H (4.40, -2.00, -0.77)
C (1.75, -0.03, -2.15)
C (3.16, 0.29, -2.65)
H (1.11, 0.86, -2.31)
H (1.31, -0.84, -2.75)
H (3.14, 0.42, -3.74)
H (3.54, 1.23, -2.25)
H (3.89, -0.51, -2.45)
C (2.71, 0.68, 0.45)
C (4.19, 0.30, 0.50)
H (2.34, 0.79, 1.49)
H (2.59, 1.66, -0.04)
H (4.72, 1.06, 1.08)
H (4.37, -0.66, 0.99)
H (4.66, 0.30, -0.49)
Br (-4.70, -0.30, 0.71)
P (-1.97, -1.88, -1.65)
C (-0.83, -2.68, -2.87)
C (-1.32, -3.98, -3.52)
H (0.11, -2.86, -2.32)
H (-0.64, -1.92, -3.65)
H (-0.50, -4.35, -4.15)
H (-1.53, -4.76, -2.78)
H (-2.19, -3.84, -4.18)
C (-3.04, -3.21, -0.97)
C (-4.43, -3.39, -1.55)
H (-3.14, -2.99, 0.11)
H (-2.46, -4.14, -1.06)
H (-4.96, -4.13, -0.94)
H (-5.03, -2.48, -1.51)
H (-4.44, -3.78, -2.57)
C (-3.05, -0.77, -2.64)
C (-3.39, -1.20, -4.07)
H (-2.50, 0.19, -2.68)
H (-3.96, -0.60, -2.05)
H (-4.01, -0.41, -4.52)
H (-2.50, -1.29, -4.71)
H (-3.98, -2.12, -4.13)
C (-0.42, 0.24, 4.20)
S (-0.73, -1.29, 3.33)
C (0.73, -2.25, 3.84)
O (-1.95, -1.95, 3.87)
H (0.55, 0.64, 3.90)
H (-0.43, 0.00, 5.27)
H (-1.21, 0.95, 3.96)
H (0.57, -2.49, 4.90)
H (0.78, -3.16, 3.22)
H (1.62, -1.61, 3.73)

These are the Mulliken partial charges, in e, on atoms 1 to 5:
1 C -0.34
2 C 0.29
3 C -0.37
4 C -0.50
5 N -0.51

---

C14H14Br6F4O12 as an isolated structure at a distorted geometry. Source: OMol25; level of theory: the ωB97M-V functional and the def2-TZVPD basis.

LUMO energy = -0.0268 Ha

Cartesian coordinates (Å):
C (1.15, 0.33, 4.66)
C (2.23, 0.44, 3.55)
O (1.44, 0.34, 2.39)
C (0.30, -0.35, 2.68)
O (-0.42, -0.79, 1.83)
O (0.20, -0.51, 3.98)
F (3.10, -0.60, 3.51)
H (0.62, 1.24, 4.91)
H (1.58, -0.25, 5.47)
H (2.71, 1.42, 3.60)
C (4.15, 2.35, -6.61)
C (3.46, 1.00, -6.34)
O (4.33, 0.16, -7.06)
C (4.92, 0.83, -8.07)
O (5.44, 0.33, -9.00)
O (4.73, 2.17, -7.86)
F (2.18, 0.93, -6.82)
H (4.82, 2.43, -5.74)
H (3.57, 3.27, -6.55)
H (3.43, 0.65, -5.31)
C (-1.67, 2.56, 1.59)
C (-3.10, 2.76, 2.12)
O (-2.98, 2.33, 3.45)
C (-1.70, 2.30, 3.82)
O (-1.32, 1.98, 4.89)
O (-0.89, 2.63, 2.77)
F (-4.01, 2.01, 1.47)
H (-1.37, 3.31, 0.88)
H (-1.75, 1.62, 1.04)
H (-3.45, 3.80, 2.07)
C (-2.93, -2.85, 1.55)
C (-3.10, -1.44, 0.95)
O (-3.97, -0.85, 1.87)
C (-4.54, -1.80, 2.66)
O (-5.34, -1.60, 3.51)
O (-4.09, -3.02, 2.33)
F (-3.78, -1.57, -0.26)
H (-2.00, -2.78, 2.12)
H (-2.73, -3.59, 0.77)
H (-2.20, -0.89, 0.70)
C (-0.19, -4.90, -0.37)
Br (-1.69, -5.54, -1.45)
Br (-0.41, -5.38, 1.47)
Br (0.01, -2.91, -0.52)
H (0.69, -5.34, -0.81)
C (0.96, 0.65, -1.04)
Br (2.16, 0.66, -2.62)
Br (-0.91, 0.33, -1.60)
Br (1.19, 2.31, -0.14)
H (1.20, -0.22, -0.45)

These are the natural (NBO) partial charges, in e, on atoms 1 to 5:
1 C -0.14
2 C 0.44
3 O -0.51
4 C 1.00
5 O -0.63

---

C2H8FN2 as an isolated structure at a distorted geometry. Source: OMol25; level of theory: the ωB97M-V functional and the def2-TZVPD basis.

charge = -1
LUMO energy = 0.1650 Ha

Cartesian coordinates (Å):
C (-0.66, 0.64, 0.31)
H (0.20, 0.93, -1.62)
F (-1.97, -0.35, 0.82)
C (-0.46, 0.19, -1.13)
H (-1.33, 1.50, 0.46)
H (-1.43, 0.24, -1.65)
N (0.38, 0.25, 1.17)
H (0.49, 0.87, 1.97)
H (1.30, 0.07, 0.70)
N (0.15, -1.12, -1.31)
H (-0.30, -1.79, -0.69)
H (1.12, -1.05, -0.98)
H (0.07, 2.39, 0.06)

These are the natural (NBO) partial charges, in e, on atoms 1 to 5:
1 C 0.27
2 H 0.23
3 F -0.64
4 C -0.29
5 H 0.26

---

C31H66Cl30Ga as an isolated structure at a distorted geometry. Source: OMol25; level of theory: the ωB97M-V functional and the def2-TZVPD basis.

charge = -1
LUMO energy = 0.0539 Ha

Cartesian coordinates (Å):
C (-4.01, -7.03, 3.09)
C (-2.48, -7.36, 3.09)
C (-1.75, -6.48, 2.01)
C (-0.66, -5.52, 2.63)
C (-0.99, -4.00, 2.42)
C (-0.14, -3.29, 1.33)
C (1.40, -3.42, 1.50)
C (2.05, -3.07, 0.10)
C (1.99, -4.31, -0.87)
C (1.00, -4.13, -2.07)
C (1.36, -2.86, -2.91)
C (1.26, -3.06, -4.46)
C (-0.11, -2.60, -5.07)
C (-0.04, -1.20, -5.75)
C (0.17, -0.03, -4.72)
C (-1.14, 0.80, -4.46)
Ga (-1.42, 2.35, -5.80)
H (-4.53, -7.50, 3.94)
H (-4.10, -5.92, 3.09)
H (-4.42, -7.35, 2.11)
H (-2.37, -8.42, 2.79)
H (-2.05, -7.27, 4.11)
H (-1.32, -7.17, 1.27)
H (-2.54, -5.91, 1.49)
H (0.35, -5.82, 2.32)
H (-0.71, -5.71, 3.73)
H (-2.05, -3.95, 2.09)
H (-0.91, -3.47, 3.39)
H (-0.47, -3.58, 0.31)
H (-0.37, -2.20, 1.40)
H (1.79, -2.64, 2.20)
H (1.75, -4.39, 1.88)
H (3.08, -2.68, 0.22)
H (1.46, -2.24, -0.35)
H (3.00, -4.42, -1.31)
H (1.74, -5.21, -0.27)
H (-0.06, -4.03, -1.74)
H (1.06, -5.06, -2.67)
H (0.75, -2.01, -2.54)
H (2.42, -2.62, -2.69)
H (2.07, -2.47, -4.93)
H (1.39, -4.13, -4.73)
H (-0.37, -3.34, -5.87)
H (-0.95, -2.66, -4.33)
H (-0.93, -1.01, -6.38)
H (0.83, -1.22, -6.44)
H (0.90, 0.67, -5.19)
H (0.55, -0.43, -3.76)
H (-2.05, 0.17, -4.45)
H (-0.99, 1.29, -3.47)
H (-2.10, 1.90, -7.19)
H (-2.45, 3.40, -5.09)
H (0.01, 3.07, -6.03)
C (-3.79, -2.34, -7.70)
Cl (-3.99, -2.43, -5.94)
Cl (-3.35, -0.72, -8.22)
H (-3.01, -3.03, -7.99)
H (-4.73, -2.62, -8.17)
C (-1.76, -0.44, 3.73)
Cl (-0.05, -0.77, 4.03)
Cl (-2.16, -0.58, 2.01)
H (-2.36, -1.16, 4.29)
H (-1.98, 0.57, 4.06)
C (-0.05, 2.16, 6.47)
Cl (-1.67, 2.05, 5.77)
Cl (0.44, 3.85, 6.65)
H (-0.05, 1.69, 7.45)
H (0.65, 1.65, 5.82)
C (3.79, -7.23, -3.30)
Cl (3.63, -7.21, -1.54)
Cl (4.26, -5.64, -3.92)
H (4.56, -7.95, -3.57)
H (2.84, -7.51, -3.74)
C (-4.46, 4.28, 5.82)
Cl (-4.50, 6.02, 6.10)
Cl (-5.55, 3.80, 4.51)
H (-3.45, 3.99, 5.55)
H (-4.76, 3.77, 6.73)
C (4.46, 4.97, 7.01)
Cl (3.88, 3.30, 7.14)
Cl (3.60, 5.85, 5.74)
H (4.29, 5.47, 7.96)
H (5.52, 4.96, 6.78)
C (-2.17, -9.72, -1.02)
Cl (-2.30, -9.69, 0.74)
Cl (-1.77, -8.12, -1.66)
H (-1.39, -10.42, -1.30)
H (-3.12, -10.04, -1.44)
C (-2.66, 8.23, 4.02)
Cl (-0.95, 7.86, 3.73)
Cl (-3.54, 8.43, 2.50)
H (-3.10, 7.41, 4.58)
H (-2.73, 9.15, 4.59)
C (1.62, -10.62, 1.51)
Cl (1.04, -12.29, 1.51)
Cl (0.80, -9.65, 0.28)
H (1.42, -10.18, 2.49)
H (2.68, -10.61, 1.31)
C (1.47, 9.22, 3.69)
Cl (1.82, 9.81, 2.06)
Cl (2.96, 8.85, 4.58)
H (0.92, 9.98, 4.22)
H (0.88, 8.32, 3.61)
C (1.12, 5.98, -4.03)
Cl (1.84, 4.40, -3.70)
Cl (-0.55, 5.83, -4.59)
H (1.14, 6.57, -3.12)
H (1.71, 6.47, -4.80)
C (-3.70, 5.53, -0.22)
Cl (-2.00, 5.17, -0.51)
Cl (-4.59, 5.74, -1.74)
H (-4.14, 4.71, 0.34)
H (-3.77, 6.45, 0.35)
C (6.51, 7.28, 3.76)
Cl (6.43, 7.36, 5.53)
Cl (7.22, 5.76, 3.22)
H (5.51, 7.37, 3.36)
H (7.13, 8.10, 3.41)
C (-1.23, 9.45, -4.98)
Cl (-0.90, 9.99, -6.63)
Cl (0.26, 9.14, -4.09)
H (-1.79, 10.22, -4.47)
H (-1.81, 8.53, -5.02)
C (4.02, 6.88, -1.77)
Cl (3.02, 7.96, -2.75)
Cl (3.58, 6.97, -0.06)
H (3.88, 5.86, -2.11)
H (5.06, 7.17, -1.88)

These are the Mulliken partial charges, in e, on atoms 1 to 5:
1 C -1.23
2 C -0.32
3 C -0.22
4 C -0.55
5 C -0.49

---

One molecule with the formula C6H6FNS at a distorted geometry. Source: OMol25; level of theory: the ωB97M-V functional and the def2-TZVPD basis.

LUMO energy = 0.0188 Ha

Cartesian coordinates (Å):
C (-1.10, -1.59, 0.03)
C (-1.36, -0.29, -0.15)
C (0.14, -2.10, 0.03)
C (-0.25, 0.56, -0.15)
C (1.03, -0.02, -0.01)
C (-0.47, 2.02, 0.06)
N (1.21, -1.33, -0.02)
F (3.61, -0.08, 0.11)
S (2.45, 1.05, 0.00)
H (-1.99, -2.31, -0.10)
H (-2.25, 0.28, 0.03)
H (0.46, -3.11, -0.06)
H (-1.07, 2.39, -0.79)
H (-1.01, 2.09, 0.99)
H (0.60, 2.44, 0.02)

These are the natural (NBO) partial charges, in e, on atoms 1 to 5:
1 C -0.25
2 C -0.18
3 C 0.02
4 C -0.05
5 C 0.00

---

A 5-piece molecular cluster, C30H48F3N2O13S2 overall at a distorted geometry. Source: OMol25; level of theory: the ωB97M-V functional and the def2-TZVPD basis.

2S+1 = 2
LUMO energy (spin up / spin down) = -0.0031 / -0.0032 Ha

Cartesian coordinates (Å):
C (-8.41, 0.94, 4.21)
C (-6.90, 1.09, 4.34)
N (-6.15, 0.74, 3.12)
C (-6.72, -0.42, 2.39)
C (-5.80, -1.00, 1.31)
C (-4.75, 0.63, 3.38)
S (-4.06, -0.38, 4.46)
S (-3.96, 1.86, 2.45)
C (-2.22, 1.76, 2.86)
C (-1.38, 2.09, 1.61)
C (-1.37, 0.97, 0.55)
C (-0.03, 0.19, 0.38)
C (0.79, 1.03, -0.60)
F (0.37, 0.89, -1.87)
F (0.71, 2.35, -0.33)
F (2.10, 0.76, -0.61)
C (0.73, 0.00, 1.71)
C (1.51, -1.31, 1.93)
C (1.91, -1.33, 3.41)
C (2.81, -1.41, 1.11)
N (0.66, -2.52, 1.64)
O (1.35, -3.56, 1.39)
C (-0.56, -2.32, 0.80)
C (-1.74, -2.07, 1.75)
C (-0.86, -3.61, 0.03)
C (-0.35, -1.20, -0.24)
H (-8.90, 1.46, 5.03)
H (-8.71, -0.12, 4.27)
H (-8.77, 1.32, 3.25)
H (-6.68, 2.14, 4.57)
H (-6.54, 0.50, 5.20)
H (-6.95, -1.21, 3.11)
H (-7.65, -0.09, 1.92)
H (-5.11, -0.26, 0.90)
H (-6.41, -1.38, 0.49)
H (-5.24, -1.86, 1.70)
H (-2.00, 0.77, 3.25)
H (-2.00, 2.47, 3.66)
H (-1.80, 2.99, 1.17)
H (-0.37, 2.35, 1.93)
H (-1.56, 1.45, -0.42)
H (-2.20, 0.28, 0.71)
H (0.02, 0.13, 2.54)
H (1.47, 0.80, 1.84)
H (2.54, -0.46, 3.60)
H (2.39, -2.27, 3.67)
H (1.00, -1.25, 4.03)
H (3.49, -2.13, 1.58)
H (2.64, -1.67, 0.07)
H (3.31, -0.44, 1.14)
H (-1.46, -1.46, 2.62)
H (-2.07, -3.03, 2.15)
H (-2.60, -1.62, 1.24)
H (-0.14, -3.79, -0.77)
H (-1.85, -3.48, -0.43)
H (-0.93, -4.46, 0.71)
H (-1.29, -1.10, -0.78)
H (0.40, -1.50, -0.97)
C (-0.35, -7.62, -2.81)
C (-0.79, -6.86, -4.05)
O (-1.97, -6.20, -3.59)
C (-1.90, -6.08, -2.24)
O (-2.64, -5.43, -1.58)
O (-0.87, -6.81, -1.76)
H (0.73, -7.72, -2.71)
H (-0.81, -8.61, -2.75)
H (-0.06, -6.11, -4.35)
H (-1.02, -7.49, -4.90)
C (3.26, 4.05, 1.97)
C (3.83, 3.51, 0.67)
O (4.67, 2.45, 1.13)
C (4.24, 2.05, 2.35)
O (4.63, 1.08, 2.91)
O (3.30, 2.90, 2.82)
H (2.24, 4.42, 1.88)
H (3.89, 4.83, 2.40)
H (3.06, 3.08, 0.02)
H (4.42, 4.23, 0.10)
C (5.64, 1.32, -2.57)
C (4.70, 2.47, -2.30)
O (5.54, 3.39, -1.59)
C (6.83, 3.13, -1.92)
O (7.75, 3.83, -1.64)
O (6.91, 1.98, -2.62)
H (5.44, 0.81, -3.51)
H (5.66, 0.59, -1.76)
H (4.35, 2.95, -3.22)
H (3.85, 2.20, -1.69)
C (2.61, 4.30, -6.20)
C (3.30, 4.13, -7.54)
O (4.18, 3.03, -7.28)
C (3.68, 2.31, -6.25)
O (4.09, 1.25, -5.90)
O (2.66, 2.97, -5.67)
H (1.57, 4.62, -6.28)
H (3.15, 4.96, -5.53)
H (2.61, 3.84, -8.33)
H (3.88, 5.00, -7.85)

These are the Mulliken partial charges, in e, on atoms 1 to 5:
1 C -1.32
2 C -0.43
3 N 0.20
4 C -0.44
5 C -1.23

---

One molecule with the formula C6H9N at a distorted geometry. Source: OMol25; level of theory: the ωB97M-V functional and the def2-TZVPD basis.

LUMO energy (spin up / spin down) = -0.0283 / -0.0289 Ha

Cartesian coordinates (Å):
C (-0.32, 1.36, 0.63)
C (-0.58, 0.01, 0.01)
C (0.38, -0.53, -0.96)
C (1.72, -0.36, -1.03)
C (2.59, 0.45, -0.29)
C (-1.35, -1.00, 0.80)
N (-1.96, -0.36, -0.35)
H (0.66, 1.39, 1.12)
H (-1.11, 1.59, 1.36)
H (-0.32, 2.14, -0.13)
H (-0.07, -1.25, -1.66)
H (2.10, -1.16, -1.63)
H (3.63, 0.07, -0.30)
H (-1.15, -2.06, 0.68)
H (-1.64, -0.70, 1.80)
H (-2.59, 0.39, -0.06)

These are the natural (NBO) partial charges, in e, on atoms 1 to 5:
1 C -0.62
2 C -0.01
3 C 0.03
4 C -0.44
5 C -0.14

---

C5H10O as an isolated structure. Source: OMol25; level of theory: the ωB97M-V functional and the def2-TZVPD basis.

LUMO energy (spin up / spin down) = 0.0237 / 0.0237 Ha

Cartesian coordinates (Å):
C (-1.77, -0.97, -0.11)
O (-0.93, 0.03, 0.41)
C (-0.77, 1.20, -0.53)
C (0.64, 1.54, -0.16)
C (0.86, 0.10, -0.35)
C (1.51, -0.82, 0.64)
H (-1.67, -1.87, 0.52)
H (-1.51, -1.18, -1.15)
H (-2.82, -0.64, -0.09)
H (-1.53, 1.96, -0.34)
H (0.90, 1.90, 0.85)
H (1.11, 2.15, -0.93)
H (0.87, -0.23, -1.38)
H (1.14, -1.85, 0.54)
H (1.38, -0.48, 1.67)
H (2.59, -0.84, 0.40)

These are the natural (NBO) partial charges, in e, on atoms 1 to 5:
1 C -0.25
2 O -0.53
3 C -0.29
4 C -0.54
5 C 0.22

---

A 2-piece molecular cluster, C5H15NO overall at a distorted geometry. Source: OMol25; level of theory: the ωB97M-V functional and the def2-TZVPD basis.

LUMO energy = 0.0242 Ha

Cartesian coordinates (Å):
C (-1.30, -0.87, -0.77)
C (-0.08, -0.61, 0.23)
C (0.27, 0.86, 0.10)
C (1.67, 1.00, 0.75)
C (-0.72, 1.68, 0.95)
N (-2.44, -1.52, -0.14)
H (-1.66, 0.12, -1.22)
H (-0.97, -1.68, -1.52)
H (0.62, -1.37, -0.11)
H (-0.22, -1.06, 1.22)
H (0.33, 1.26, -0.94)
H (2.03, 2.00, 0.89)
H (1.84, 0.46, 1.66)
H (2.42, 0.63, 0.05)
H (-1.63, 1.15, 1.32)
H (-0.29, 1.90, 1.94)
H (-1.10, 2.51, 0.40)
H (-2.41, -2.57, -0.11)
H (-2.54, -1.31, 0.84)
H (2.63, -1.42, -1.76)
H (1.79, -0.14, -2.08)
O (1.76, -1.02, -1.70)

These are the natural (NBO) partial charges, in e, on atoms 1 to 5:
1 C -0.21
2 C -0.45
3 C -0.23
4 C -0.60
5 C -0.62

---

no.,E (eV)
1,-136251.86619
2,-470439.46479
3,-7898.62326
4,-461264.23467
5,-21360.36255
6,-91308.23141
7,-7852.60203
8,-7388.97461
9,-8964.34273